Entry 1:
A molecular structure, C22H50F6Na4O16S2 in a non-equilibrium geometry. Source: the OMol25 dataset; level of theory: wB97M-V/def2-TZVPD.

Each line ends with the Löwdin charge.
Element x y z (Å)
H1 5.0878 -0.5423 -1.3770  0.103
O1 -5.7619 -0.9905 0.6545  -0.228
H2 2.1658 5.9726 -3.3970  0.132
C1 -0.2172 0.5591 -2.9027  -0.670
H3 -0.2615 -4.6336 -9.1615  0.101
F1 -3.4662 0.3872 -4.5667  0.121
O2 3.2671 4.2963 -3.8579  -0.149
C2 2.5248 1.1743 0.8287  -0.169
H4 -5.3342 4.8097 -6.2829  0.095
C3 2.8510 5.2616 -2.9128  -0.192
H5 1.3072 -2.4776 -9.1181  0.138
H6 -4.5571 4.0813 -4.8769  0.074
H7 2.7100 -3.4127 -8.5942  0.141
H8 1.9174 2.0621 0.6471  0.125
H9 -3.5203 2.0533 -1.7869  0.092
C4 0.5686 -4.9735 -8.5316  -0.073
H10 -7.4481 0.1907 0.1818  0.142
C5 2.9875 0.5097 -0.4446  -0.182
C6 -0.3727 5.1589 -5.9632  -0.115
O3 -3.7762 -2.7020 -3.7225  -0.383
C7 4.2828 -1.2590 -1.2192  -0.070
C8 4.0245 4.1894 -0.3241  -0.095
H11 -0.3096 0.1615 -6.7809  0.076
H12 3.7030 -1.3477 -2.1499  0.094
H13 -6.5144 -1.8901 2.3570  0.102
H14 -3.6337 2.6751 -6.3023  0.111
S1 -1.0543 -0.7828 -1.9803  0.568
O4 1.7626 0.2276 1.5773  -0.235
H15 2.5872 -1.0808 -7.6791  0.140
H16 -5.0347 2.9523 -1.6996  0.101
H17 -6.2130 2.2346 -0.0511  0.139
H18 3.8294 1.0955 -0.8226  0.128
H19 0.1887 -5.8151 -7.9558  0.089
O5 0.9043 -1.4781 -6.5748  -0.252
H20 2.7591 -2.3152 -6.4323  0.132
H21 1.3983 -5.3036 -9.1564  0.097
Na1 -2.1882 -3.8227 -2.4518  0.713
H22 3.7476 5.8043 -2.6196  0.121
H23 1.1983 4.2795 -1.9653  0.110
H24 -4.4184 5.8387 -5.1671  0.093
H25 0.5773 0.0478 3.2428  0.090
O6 -3.2716 4.7131 -6.3913  -0.179
O7 -0.4502 3.8374 -6.4358  -0.171
H26 3.3817 1.4721 1.4448  0.140
H27 -1.2695 2.0339 -6.1088  0.094
H28 2.8533 2.5320 -4.7499  0.098
H29 1.4971 3.6878 -4.8121  0.076
O8 3.4127 -0.8226 -0.1942  -0.216
H30 0.4165 1.6059 2.3496  0.098
H31 1.8325 1.2631 3.3751  0.102
H32 -6.1218 -2.9814 0.9998  0.087
H33 4.6763 4.6783 -1.0632  0.091
H34 1.8867 5.5707 -1.0190  0.135
F2 -0.2233 1.6608 -2.1646  0.168
Na2 -0.0621 -2.9611 -5.0844  0.608
H35 -0.6536 5.2163 -4.9039  0.090
C9 0.0467 -0.6754 -7.3829  -0.050
H36 -4.8007 1.9120 -3.0439  0.079
C10 -5.6303 1.3120 -0.0069  -0.185
C11 -4.5939 1.9863 -1.9778  -0.089
C12 -4.4154 -0.4838 -4.9229  -0.648
C13 2.3359 3.3200 -4.2017  -0.107
C14 -6.5518 -2.0181 1.2770  -0.055
O9 -2.3330 -1.9895 -5.5802  -0.304
H37 -1.0046 5.8506 -6.5221  0.090
O10 2.8658 3.7318 -0.9750  -0.208
H38 -6.5870 0.5568 1.6991  0.143
O11 -0.3621 -0.8839 -0.7001  -0.296
C15 -1.5281 3.0803 -5.9434  -0.219
Na3 -4.4555 -1.4774 -1.3676  0.571
H39 -4.7518 1.4788 0.6331  0.143
Na4 1.4035 -2.0052 0.4665  0.691
H40 4.6540 3.3552 -0.0120  0.085
O12 0.9355 -3.9312 -7.6397  -0.200
H41 0.5818 -0.1977 -8.2078  0.109
C16 1.7697 -2.9639 -8.2499  -0.202
S2 -3.6967 -2.1755 -5.1094  0.537
H42 -0.7938 -1.2648 -7.7425  0.099
C17 -2.8587 3.3874 -6.6085  -0.198
F3 -4.9493 -0.0904 -6.0663  0.174
C18 -6.4633 0.2425 0.6565  -0.187
C19 2.0872 -1.9323 -7.2007  -0.185
H43 4.6995 -2.2347 -0.9856  0.097
H44 0.6551 5.5110 -6.0641  0.088
H45 2.1879 0.5422 -1.1905  0.111
F4 1.0316 0.1881 -3.1747  0.148
H46 -7.5655 -2.0117 0.8761  0.101
C20 2.1479 4.7329 -1.6785  -0.201
H47 3.8466 4.8882 0.4960  0.100
F5 -5.3691 -0.4983 -3.9830  0.139
O13 -2.4398 -0.4052 -1.8560  -0.275
C21 -4.4444 4.8593 -5.6422  -0.100
H48 1.8755 2.8179 -3.3388  0.058
O14 -0.8301 -1.9541 -2.8495  -0.355
H49 -2.7326 3.2404 -7.6898  0.137
O15 -4.5589 -2.8574 -6.0105  -0.231
C22 1.0994 0.8242 2.6896  -0.063
H50 -1.6611 3.2011 -4.8524  0.123
O16 -5.2034 0.9178 -1.2969  -0.203
F6 -0.8705 0.7752 -4.0305  0.161

## Properties
Energy above the lowest of the compared OMol25 structures with the same formula, charge and spin, eV: 0.000
Orbital gap, eV: 6.065
Net charge: +2
Strongest force on any atom, eV/A: 1.57
E_tot, hartree: -4116.457893



Entry 2:
A single C14H14N2S molecule in a non-equilibrium geometry. Source: the OMol25 dataset; level of theory: wB97M-V/def2-TZVPD.

Each line ends with the Löwdin charge.
Element x y z (Å)
S1 2.7741 1.1796 -1.3490  0.982
C1 -0.7154 1.5565 1.7594  0.010
H1 -0.6587 0.7549 -0.7372  0.135
H2 -2.7323 2.2172 2.6571  0.122
C2 -2.0923 -2.2470 2.4934  -0.042
H3 -0.1802 0.6321 -3.2980  0.126
C3 -0.0438 -3.2054 1.5519  -0.085
C4 1.8782 0.9243 -2.9203  -0.625
C5 -1.6529 -0.9392 2.2846  -0.188
C6 2.4230 1.7746 -4.1496  -0.099
C7 0.1539 0.4351 1.6150  -0.261
C8 1.3677 0.7795 -0.3200  -0.644
C9 0.4348 1.1387 -2.5621  -0.212
C10 -1.4155 -3.3048 1.9093  -0.071
H4 2.1625 1.4325 -5.1840  0.077
H5 0.5483 -3.9896 1.1903  0.085
H6 -3.4514 0.0605 3.0073  0.115
N1 0.2671 0.6235 -1.1638  0.013
H7 1.9358 -0.1236 -3.1633  0.090
H8 -0.4202 2.5855 1.5327  0.103
H9 1.5669 -1.7852 1.1830  0.143
H10 0.2281 2.1674 -2.4712  0.101
C11 0.4791 -1.9626 1.4933  -0.026
H11 -1.9237 -4.3093 1.9915  0.115
H12 -3.0496 -2.3483 3.0481  0.124
C12 -2.4768 0.1298 2.5604  -0.108
C13 -2.0629 1.3520 2.3658  -0.082
C14 -0.3179 -0.8328 1.8234  -0.139
H13 1.9665 2.7741 -4.0705  0.063
H14 3.6149 1.8328 -4.0478  0.109
N2 1.3924 0.6974 0.9702  0.070

## Properties
Energy above the lowest of the compared OMol25 structures with the same formula, charge and spin, eV: 1.244
Structure (SMILES): C[C@@H]1CN/C(=N\c2cccc3ccccc23)S1
Orbital gap, eV: 8.581
Net charge: 0
Strongest force on any atom, eV/A: 5.28
E_tot, hartree: -1049.541608



Entry 3:
A gas-phase ion, C8H15N2O2 (charge +1) in a non-equilibrium geometry. Source: the OMol25 dataset; level of theory: wB97M-V/def2-TZVPD.

Each line ends with the Löwdin charge.
Element x y z (Å)
N1 -2.0972 -1.7123 0.0785  0.133
H1 3.0463 -1.0586 1.2908  0.110
H2 3.5810 -1.5543 -0.4499  0.124
H3 2.6672 1.1160 1.1403  0.105
H4 1.4268 1.0019 -1.8639  0.123
C1 -2.3835 1.8964 -0.1008  -0.230
H5 -2.9756 2.7754 -0.3964  0.133
H6 -1.3671 2.0078 -0.4659  0.111
C2 2.0947 0.1671 -1.4747  -0.045
C3 -3.1986 0.6194 -0.4030  -0.097
H7 -3.0071 2.0813 1.6607  0.036
O1 0.1481 -1.9540 0.2634  -0.001
H8 2.1141 -2.2866 0.3532  0.090
C4 -2.4365 -0.5765 -0.1382  0.088
H9 -4.0164 0.6773 0.2657  0.128
H10 1.2636 0.2905 1.8068  0.118
N2 1.7628 -0.3775 -0.1483  -0.390
C5 -1.1243 -2.4914 0.3644  -0.158
C6 2.7641 -1.4252 0.2938  0.058
H11 2.0844 -0.4673 -2.4053  0.122
H12 3.2382 0.4294 -1.5008  0.145
C7 1.7333 0.6546 0.8997  -0.034
H13 -3.4945 0.7488 -1.3946  0.107
O2 -2.1909 2.0593 1.2824  -0.031
H14 1.0911 1.5728 0.5428  0.145
C8 0.3499 -0.7398 -0.2015  0.005
H15 -1.0740 -3.4547 0.7011  0.103

## Properties
Energy above the lowest of the compared OMol25 structures with the same formula, charge and spin, eV: 6.180
Orbital gap, eV: 7.624
Net charge: +1
Strongest force on any atom, eV/A: 4.34
E_tot, hartree: -573.309256



Entry 4:
2 unconnected molecules or ions with the total composition C3H6Br2O2 in a non-equilibrium geometry. Source: the OMol25 dataset; level of theory: wB97M-V/def2-TZVPD.

Each line ends with the Löwdin charge.
Element x y z (Å)
C1 0.0622 -0.5543 -1.5237  -0.193
O1 -1.7318 0.3490 0.7031  0.063
C2 -0.4831 -0.0828 0.9938  -0.651
O2 0.2991 0.3630 2.0129  -0.042
C3 0.2917 0.1225 -0.2795  -0.749
H1 -1.6504 1.2849 0.5153  0.084
H2 0.7861 -0.4347 -2.3535  0.098
H3 0.0605 -1.6839 -1.2612  0.121
H4 0.3405 1.3154 2.0967  0.066
H5 -0.5043 -1.1559 1.0661  0.154
Br1 2.5836 -1.1529 0.3229  0.090
H6 -0.8926 -0.2977 -1.9469  0.091
Br2 0.8385 1.9274 -0.3460  0.867

## Properties
Energy above the lowest of the compared OMol25 structures with the same formula, charge and spin, eV: 2.327
Orbital gap (spin up / spin down), eV: 7.697 / 7.693
Net charge: 0
Strongest force on any atom, eV/A: 3.51
E_tot, hartree: -5416.341203